A molecular structure, C22H22Br3F7O21 at a distorted geometry. Source: the Open Molecules 2025 dataset; level of theory: ωB97M-V/def2-TZVPD.

XYZ file:
```
75
Properties=species:S:1:pos:R:3:forces:R:3:lowdin_charge:R:1
C 3.83977 -0.19325 -2.95405 -0.767 0.393 -0.046 -0.06
C 2.96018 -1.34087 -2.44101 0.598 0.935 0.018 -0.30
O 3.32279 -2.43521 -3.22342 0.277 -0.431 0.692 0.14
C 4.29544 -2.09721 -4.12375 -0.625 0.761 -0.427 -0.54
O 4.77296 -2.81314 -4.93108 0.067 -0.327 0.251 0.19
O 4.53181 -0.77444 -4.03516 0.780 0.156 -0.149 0.09
F 1.62916 -1.09847 -2.65793 -0.266 0.075 0.012 0.05
H 4.48799 0.24193 -2.19473 0.355 -0.471 -0.011 0.10
H 3.24265 0.65205 -3.30199 -0.170 -0.211 -0.190 0.13
H 3.11859 -1.43293 -1.36689 -0.284 -0.803 -0.071 0.15
C -4.40806 -1.47607 -0.97196 -0.080 -0.926 0.519 -0.05
C -4.75338 -2.34863 0.22287 -0.926 -0.167 -0.485 -0.30
O -4.32873 -1.57419 1.32360 -0.067 -0.313 -0.428 0.15
C -3.39432 -0.70434 0.87421 0.655 0.461 -0.126 -0.53
O -2.75286 0.03330 1.54909 0.012 -0.167 0.199 0.19
O -3.26800 -0.77628 -0.47132 -0.484 0.431 -0.220 0.07
F -4.13408 -3.55946 0.22231 0.405 0.041 0.108 0.07
H -5.30089 -0.87511 -1.15422 0.462 0.627 -0.128 0.13
H -4.16037 -2.03383 -1.87005 0.178 -0.049 0.081 0.14
H -5.82444 -2.54695 0.25622 0.045 0.083 0.465 0.17
C -2.81045 0.80825 -4.17685 0.452 0.064 -0.140 -0.04
C -3.03338 -0.52633 -4.89755 -0.949 1.222 1.086 -0.26
O -4.45234 -0.53326 -4.97138 1.338 -0.833 -0.792 0.14
C -4.90814 0.11911 -3.89484 -1.717 0.251 0.576 -0.59
O -5.98600 -0.10221 -3.43640 0.299 0.425 0.156 0.17
O -4.02848 1.03517 -3.45441 0.183 -0.474 -0.541 0.09
F -2.65869 -1.53167 -4.05187 0.238 -0.404 -0.455 0.07
H -2.61704 1.55912 -4.94556 -0.207 0.349 0.353 0.14
H -2.03267 0.78757 -3.41814 0.263 -0.112 -0.307 0.13
H -2.60353 -0.58723 -5.89071 0.085 -0.470 0.061 0.17
C -0.08133 0.78751 -0.96107 0.122 -0.724 -1.658 -0.09
C 0.66373 0.21380 0.25018 -0.653 0.689 -1.079 -0.26
O 0.29281 1.09371 1.27706 -0.100 -0.443 0.559 0.12
C -0.56907 2.04503 0.83891 0.059 0.549 -0.473 -0.58
O -0.98481 2.96313 1.46394 0.141 -0.355 0.412 0.18
O -0.81556 1.87190 -0.46938 -0.256 0.451 -0.069 0.07
F 2.00652 0.37687 0.04275 0.129 -0.327 0.188 0.00
H -0.73206 0.13102 -1.54731 -0.294 -0.435 0.947 0.12
H 0.59860 1.08551 -1.76838 0.412 0.457 0.635 0.12
H 0.42033 -0.82890 0.43654 0.282 0.021 0.571 0.17
C -0.77003 1.13773 4.69999 -0.087 0.135 0.508 -0.03
C 0.44114 0.28404 5.04986 -0.865 0.017 -0.911 -0.30
O 1.41719 1.27226 5.29358 0.159 -0.835 0.330 0.11
C 0.79650 2.42851 5.65907 0.147 0.243 0.313 -0.56
O 1.36886 3.37937 6.07584 -0.140 -0.091 -0.107 0.18
O -0.53250 2.29295 5.51711 0.034 0.377 -0.218 0.08
F 0.81561 -0.48115 3.98773 0.277 0.117 -0.117 0.06
H -1.73280 0.74551 5.01232 0.045 -0.220 -0.264 0.14
H -0.73810 1.42294 3.64997 -0.168 -0.105 -0.053 0.12
H 0.23416 -0.42839 5.85096 0.568 0.356 0.448 0.17
C 0.24306 -5.66498 4.23561 -0.888 -0.565 -0.009 -0.05
C -0.59784 -6.28308 3.11697 -0.515 -0.219 1.171 -0.31
O -1.11424 -5.11980 2.51768 0.427 -0.311 -0.789 0.13
C -0.12637 -4.17743 2.59084 -0.592 -0.134 -0.325 -0.55
O -0.07138 -3.23492 1.87738 0.213 0.262 0.180 0.18
O 0.73555 -4.51221 3.56281 0.897 0.230 0.229 0.08
F -1.64917 -7.01304 3.57593 0.029 0.105 0.195 0.07
H 0.98312 -6.34751 4.64351 0.514 0.400 -0.333 0.14
H -0.40305 -5.33876 5.05387 -0.113 -0.113 -0.053 0.15
H -0.04408 -6.95586 2.45616 0.023 0.442 -0.346 0.18
C 0.95460 4.59506 -2.10991 1.158 1.189 0.725 -0.03
C 2.04871 4.03419 -1.22364 -0.822 -0.831 0.065 -0.32
O 3.00650 5.04588 -1.21581 -0.114 -0.653 -0.145 0.06
C 2.88032 5.74533 -2.38309 -0.224 0.029 -0.663 -0.54
O 3.62634 6.57900 -2.75876 0.097 -0.010 0.102 0.20
O 1.76925 5.33028 -3.04378 -0.043 0.082 -0.148 0.07
F 2.49671 2.86262 -1.82228 0.665 0.169 -0.079 0.02
H 0.47447 5.37231 -1.50843 -0.825 -0.452 -0.154 0.15
H 0.32194 3.87630 -2.60967 -0.083 0.040 0.030 0.14
H 1.76927 3.72222 -0.21995 0.052 0.503 0.156 0.16
C 4.22871 2.36365 1.88619 0.586 0.039 -0.265 -1.55
Br 4.97610 0.96350 0.74714 -0.013 0.160 0.338 0.58
Br 4.79654 4.08940 1.17266 -0.028 -0.416 0.575 0.64
Br 4.69126 2.04823 3.75608 -0.317 0.302 -0.860 0.60
H 3.15902 2.35090 1.72973 -0.046 -0.241 0.380 -0.05
```
Forces are in eV/Å.

lowest unoccupied orbital energy: -0.003 Eh
total energy: -295318.452 eV

---

A molecular structure, C22H22KN3OS2 at a distorted geometry. Source: the Open Molecules 2025 dataset; level of theory: ωB97M-V/def2-TZVPD.

XYZ file:
```
51
Properties=species:S:1:pos:R:3:forces:R:3:lowdin_charge:R:1
K 1.58736 1.07031 1.32668 0.655 1.264 0.205 0.74
C -1.34186 -0.42299 2.17038 0.104 0.067 -0.160 -0.02
C -0.83669 -0.28768 0.74587 -0.211 -0.231 -0.110 -0.36
N -0.75771 0.89536 0.25936 -0.325 -0.051 -0.217 -0.02
N -0.36498 0.90239 -1.07365 0.074 0.110 -0.191 -0.12
C 0.19528 1.95541 -1.57447 -0.264 -0.264 -0.029 -1.21
S 0.67263 3.47752 -0.96015 -0.030 -0.207 0.157 0.35
S 0.54309 1.77508 -3.35086 0.113 0.060 0.167 0.81
C 0.24879 0.00294 -3.66920 -0.147 0.092 0.011 -0.44
C -1.08342 -0.27329 -4.30976 0.030 -0.014 0.046 -0.28
C -1.21421 -0.43813 -5.68575 -0.005 -0.008 -0.026 -0.06
C -2.45608 -0.67831 -6.26646 0.014 0.006 0.075 -0.12
C -3.59044 -0.76052 -5.47017 0.088 0.018 0.043 -0.13
C -3.46848 -0.59844 -4.09206 0.055 -0.005 -0.065 -0.09
C -2.22964 -0.35729 -3.51762 -0.072 -0.003 0.020 -0.03
C -0.43016 -1.52515 0.00332 -0.097 0.064 -0.020 -0.15
C -1.39696 -2.39635 -0.47607 0.062 0.022 0.040 -0.09
C -1.07125 -3.52397 -1.22920 0.122 0.073 0.028 -0.15
C 0.27927 -3.76472 -1.48621 -0.039 0.092 0.090 -0.15
C 1.26611 -2.92657 -0.99580 -0.080 -0.034 -0.016 -0.05
C 0.97033 -1.76612 -0.22025 0.071 0.013 0.029 -0.44
O 1.87781 -0.99251 0.24630 -0.164 -0.998 -0.476 -0.25
H -2.36236 -0.04139 2.24809 0.013 0.005 0.021 0.07
H -0.72333 0.15299 2.86773 -0.037 -0.026 -0.031 0.07
H -1.32515 -1.46893 2.47200 -0.015 0.006 0.037 0.07
H 0.30664 -0.47355 -2.69020 0.042 -0.071 -0.039 0.06
H 1.06867 -0.34896 -4.29552 -0.013 0.000 -0.049 0.07
H -0.32726 -0.37554 -6.31033 -0.048 -0.006 0.022 0.10
H -2.53639 -0.80354 -7.34083 0.010 0.002 0.009 0.09
H -4.55967 -0.95112 -5.91668 0.002 0.004 0.002 0.08
H -4.34732 -0.66456 -3.46084 0.009 0.001 0.001 0.09
H -2.12016 -0.22380 -2.44643 0.002 -0.009 -0.059 0.10
H -2.44314 -2.16902 -0.28067 0.015 -0.003 -0.004 0.10
H -1.84391 -4.17227 -1.62307 -0.002 -0.007 0.001 0.07
H 0.56475 -4.62646 -2.08210 0.011 -0.022 -0.015 0.08
H 2.31321 -3.12458 -1.20012 -0.005 0.003 -0.005 0.09
C 2.65878 -0.49023 4.63638 0.003 0.063 0.006 -0.08
C 2.38611 0.97282 4.84477 -0.024 0.059 0.004 -0.45
C 2.54137 1.71498 6.00962 -0.063 0.124 -0.153 -0.14
C 2.12213 3.03841 5.68081 0.033 -0.178 -0.057 -0.14
C 1.74538 2.99417 4.34349 0.002 -0.034 0.021 -0.44
C 1.20266 4.10984 3.49525 0.026 -0.041 0.041 -0.08
N 1.90393 1.74210 3.82528 0.086 0.076 0.628 -0.05
H 3.12720 -0.92232 5.52493 -0.005 0.000 -0.009 0.05
H 3.32686 -0.66693 3.78638 -0.014 0.010 0.025 0.06
H 1.74180 -1.05608 4.43660 0.007 0.010 0.000 0.06
H 2.90788 1.35543 6.96337 0.000 -0.014 -0.009 0.06
H 2.10159 3.90510 6.33028 -0.009 0.000 -0.016 0.06
H 1.20293 5.04883 4.05581 -0.005 -0.009 -0.012 0.06
H 0.17640 3.91464 3.16674 0.026 -0.001 0.011 0.07
H 1.79161 4.26305 2.58503 -0.003 -0.006 0.027 0.06
```
Forces are in eV/Å.

lowest unoccupied orbital energy: 0.166 Eh
total charge: -2
total energy: -67685.976 eV